[1]
Molecular formula: C6H7N
Method: DFT, ωB97M-V with the def2-TZVPD basis set

The geometry in XYZ format:
```
14
Properties=species:S:1:pos:R:3:forces:R:3
N -1.7636 1.0590 1.0027 -1.229 -1.070 0.292
C -0.7411 0.3774 0.3254 -0.681 1.193 -0.888
C -0.3459 -0.8940 0.7038 0.177 0.064 1.374
C 0.7369 -1.5567 0.1498 1.413 1.846 -0.044
C 1.4530 -0.8487 -0.8506 -2.026 0.270 -1.343
C 0.9662 0.4166 -1.3298 0.586 -1.546 1.305
C -0.1820 1.0101 -0.7820 2.279 -0.404 -0.242
H -2.3502 0.4256 1.5269 0.024 0.174 0.128
H -1.6708 1.9291 1.4945 0.673 0.129 -0.315
H -0.7672 -1.1977 1.6600 0.012 -0.451 -0.194
H 1.3041 -2.2733 0.7531 -0.792 -0.596 -0.658
H 2.1084 -1.3665 -1.5518 0.694 0.179 0.829
H 1.6820 0.9153 -1.9748 -0.680 0.201 -0.508
H -0.4298 2.0037 -1.1272 -0.451 0.010 0.263
```
Positions in Å, forces in eV/Å.

Values from the calculation:
**Spin multiplicity**: 1
**SMILES**: Nc1ccccc1
**HOMO energy**: -8.2 eV
**M**: 93.13 g mol⁻¹
**Energy**: -287.5543 hartree
**Relative energy (zero: lowest compared OMol25 entry of this formula, charge and spin)**: 20.6 kcal per mole

Which charges does Mulliken predict for the atoms? In e, they are: -0.537 0.690 -0.372 -0.483 -0.480 -0.306 -0.457 0.208 0.203 0.233 0.303 0.324 0.341 0.334

[2]
Molecular formula: C18H26B3CaF12O15
Method: DFT, ωB97M-V with the def2-TZVPD basis set

The geometry in XYZ format:
```
75
Properties=species:S:1:pos:R:3:forces:R:3
Ca -1.0791 -0.7596 -0.3286 0.829 -0.027 -0.712
B -3.2917 -0.9909 -2.0690 -2.110 -0.223 -1.978
F -1.9808 -0.6491 -2.4545 0.324 0.341 0.044
F -4.2554 -0.1663 -2.6892 0.547 -0.021 0.179
F -3.5300 -2.3002 -2.4512 0.113 -0.150 0.131
F -3.4053 -0.8382 -0.6891 0.198 -0.078 1.100
B -2.6631 2.4725 -0.8343 0.643 0.230 -0.929
F -3.8967 2.4188 -0.2324 -0.095 0.387 0.548
F -1.9116 1.3069 -0.4394 -0.113 0.445 -0.042
F -2.8047 2.5557 -2.2196 0.262 -0.075 0.449
F -1.8090 3.5613 -0.4104 -0.559 -0.068 0.254
B -2.1372 -4.1096 -0.2046 -1.033 -1.252 -0.570
F -3.5303 -4.0721 -0.0389 0.558 0.194 0.224
F -1.8471 -4.4577 -1.5449 0.395 0.353 0.280
F -1.5562 -2.8557 0.1471 -0.119 -0.243 -0.018
F -1.5832 -5.0939 0.6303 0.202 0.103 0.246
C -4.3774 1.3264 3.4679 -0.154 0.060 -1.698
C -5.0874 0.0580 3.0051 -0.826 0.116 1.361
O -4.0313 -0.7840 2.6323 0.785 -0.874 0.088
C -2.9694 -0.0245 2.3173 -1.064 0.850 -0.443
O -1.9690 -0.3904 1.7941 0.304 -0.432 0.547
O -3.2315 1.2652 2.6059 0.555 0.308 0.144
H -3.9516 1.4321 4.4648 -0.697 -0.407 0.316
H -5.0350 2.1481 3.1834 0.522 0.408 0.193
H -5.7528 0.1813 2.1481 0.238 0.430 -0.044
H -5.6933 -0.3484 3.8207 0.293 -0.452 -0.134
C 1.1707 -5.2174 -2.8343 -0.347 -0.431 -1.640
C 1.0953 -4.5530 -4.2149 -0.019 0.245 -0.453
O 0.4549 -3.3131 -3.9223 0.293 -0.136 -0.590
C 0.6071 -3.0545 -2.6230 -0.976 -0.067 0.438
O 0.2559 -2.0494 -2.1091 0.249 0.419 0.247
O 1.1314 -4.1013 -1.9672 0.661 -0.613 0.303
H 2.0640 -5.8372 -2.7944 0.249 0.353 0.673
H 0.3074 -5.8722 -2.7206 -0.177 0.246 0.526
H 0.5185 -5.0595 -4.9869 -0.262 -0.220 0.348
H 2.0621 -4.3443 -4.6828 0.199 0.054 0.339
C 0.6050 4.6501 3.1140 1.300 -0.842 -0.039
C 0.2565 3.9187 1.8170 -1.183 0.787 1.171
C 1.1821 4.0590 0.6338 0.569 0.973 0.470
O 1.3589 2.7371 0.1639 -0.567 -0.374 -0.222
C 0.6584 1.8831 0.9694 0.816 -0.004 -0.509
O 0.5308 0.7170 0.7626 0.361 0.314 0.254
O 0.2744 2.5188 2.0620 -0.626 -0.326 0.600
H 0.6036 5.7325 3.0099 -0.317 0.007 -0.007
H 1.6167 4.3563 3.4237 0.152 0.175 -0.259
H 0.0232 4.2941 3.9633 -0.601 0.293 -0.296
H -0.7735 4.1879 1.5629 0.148 -0.197 -0.322
H 2.1505 4.4643 0.9544 0.066 -0.187 -0.098
H 0.7583 4.7562 -0.0890 -0.047 -0.521 -0.386
C 4.4125 -2.7748 3.0780 0.062 -0.143 -1.260
C 2.9425 -3.1807 3.1534 1.016 0.729 0.566
C 2.0188 -2.1726 3.8727 -0.436 -0.786 0.610
O 1.2880 -1.5785 2.8227 -0.332 0.587 0.178
C 1.4627 -2.2424 1.6810 -0.065 -0.049 -0.743
O 0.8991 -2.0136 0.6566 0.439 -0.161 0.544
O 2.4062 -3.1988 1.8308 0.051 -0.358 0.082
H 4.5152 -1.8616 2.4869 0.053 0.164 0.295
H 4.8865 -3.5565 2.4764 0.155 0.081 0.047
H 4.9744 -2.7167 4.0071 -0.399 0.106 0.261
H 2.9900 -4.1894 3.5634 -0.922 -0.014 0.038
H 2.4773 -1.3917 4.4800 0.453 -0.040 -0.364
H 1.3076 -2.6692 4.5416 0.024 -0.133 -0.156
C 2.5898 4.3910 -2.7663 -0.326 0.698 -0.167
C 1.8521 3.3069 -3.5466 0.218 0.903 0.668
C 2.7354 2.1651 -4.0018 -0.063 -0.110 -0.126
O 2.0705 1.0131 -3.4954 0.473 0.060 -0.079
C 1.1102 1.3894 -2.6096 -0.746 -0.241 -0.027
O 0.4936 0.6236 -1.9523 0.244 0.211 0.010
O 0.9204 2.7248 -2.6297 0.422 -0.456 -0.512
H 3.1411 5.0978 -3.3918 0.094 -0.278 -0.202
H 3.2671 3.9922 -2.0109 -0.022 -0.291 -0.119
H 1.8612 5.0061 -2.2346 -0.100 -0.096 -0.049
H 1.3073 3.6825 -4.4132 -0.181 0.322 0.246
H 3.7523 2.2439 -3.6119 -0.040 -0.192 0.165
H 2.7860 2.1510 -5.0902 -0.012 -0.382 0.013
```
Positions in Å, forces in eV/Å.

Values from the calculation:
**Spin multiplicity**: 1
**HOMO energy**: -7.4 eV
**M**: 782.88 g mol⁻¹
**Total charge**: -1
**Energy**: -3781.6866 hartree
**Relative energy (zero: lowest compared OMol25 entry of this formula, charge and spin)**: 0.0 kcal per mole

Which charges does Mulliken predict for the atoms? In e, they are: 1.806 -0.065 -0.274 -0.396 -0.393 -0.161 0.194 -0.321 1.162 -0.347 -0.380 0.396 -0.356 -0.423 -0.206 -0.420 -0.363 -0.452 -0.294 0.289 -0.520 -0.204 0.271 0.282 0.329 0.307 -0.356 -0.475 -0.382 0.206 0.178 -0.160 0.338 0.264 0.281 0.261 -1.720 0.620 -0.347 -0.122 -0.029 -0.317 -0.320 0.371 0.380 0.361 0.208 0.365 0.237 -1.396 0.411 -0.493 -0.333 0.205 -0.247 -0.321 0.333 0.338 0.388 0.311 0.294 0.262 -1.395 0.395 -0.611 -0.364 0.251 -0.049 -0.227 0.461 0.322 0.251 0.290 0.304 0.316